Formula: C13H20Br30ClFP
Source: the OMol25 dataset
Level of theory: wB97M-V/def2-TZVPD

Its charge is -1. For the strongest force on any atom, the calculation gives 3.26 eV Å⁻¹. For the calculated total energy, the calculation gives -78629.03964 hartree.

Each line ends with the Mulliken charge.
Positions of all 66 atoms, in Å:
Br (6.188, -3.697, -0.372)  0.0115
Br (-0.255, -1.112, 0.370)  0.0950
Br (4.317, -0.421, 3.488)  -0.0478
Br (4.370, 8.133, 0.798)  -0.0677
Br (3.431, -1.157, 0.499)  -0.0598
Br (-8.950, -5.853, -0.509)  -0.0304
Br (4.053, -3.488, 2.600)  -0.0135
Br (-0.996, -3.906, 1.732)  -0.0350
Br (11.101, 0.204, 5.006)  -0.0544
Br (8.725, -4.262, 1.500)  0.0224
Br (-7.319, 2.257, 2.212)  -0.0427
Br (-0.619, 7.515, -3.642)  -0.0435
Br (2.381, -6.422, 0.575)  -0.0179
Br (0.498, -4.920, -1.531)  -0.0491
Br (-1.919, 4.601, -3.970)  0.0952
Br (3.692, -4.889, -1.912)  -0.0607
Br (-8.766, -5.447, 2.662)  -0.0197
Br (1.018, 5.187, -5.102)  -0.0666
Br (6.412, -6.463, 1.221)  -0.0318
Br (-0.232, -1.387, 3.557)  -0.0707
Br (-6.759, 1.429, -0.831)  0.0031
Br (3.070, 6.609, -1.700)  0.0123
Br (-5.076, -0.363, -3.140)  0.0261
Br (10.203, -0.515, 2.016)  0.0023
Br (-6.153, -5.092, 0.848)  -0.0331
Br (10.867, -2.857, 4.096)  -0.0475
Br (-6.307, -2.993, -1.805)  0.0935
Br (2.243, 5.793, 1.290)  -0.0101
Br (-8.183, -1.060, -3.542)  -0.0486
Br (-8.439, -0.523, 1.072)  -0.0672
Cl (-3.135, 1.388, 1.080)  -0.5010
P (-2.785, 2.289, -0.872)  1.2338
F (-2.198, 4.890, -0.485)  -0.3583
C (0.770, 2.530, -0.434)  -0.9199
C (-1.588, 3.631, -0.185)  -0.0684
C (-0.736, 5.924, -4.739)  -0.3185
C (10.179, -1.063, 3.871)  -0.2717
C (-7.025, 0.799, 0.974)  -0.1567
C (3.647, 6.460, 0.141)  -0.3351
C (-0.233, 3.632, -0.930)  -0.0292
C (-1.045, -1.979, 1.901)  -0.3572
C (2.220, -4.938, -0.657)  0.3204
C (-7.837, -6.017, 1.064)  -0.3104
C (3.386, -1.688, 2.359)  0.4609
C (7.383, -5.039, 0.341)  -0.3433
C (-6.395, -1.767, -3.301)  -0.3947
H (-0.447, 3.428, -1.991)  -0.0437
H (4.451, 5.737, 0.166)  0.3756
H (-1.608, 1.446, -1.082)  -0.3351
H (1.787, 2.891, -0.697)  0.3127
H (0.634, 1.597, -1.013)  0.1933
H (2.279, -4.028, -0.069)  -0.2046
H (-1.160, 6.223, -5.689)  0.3318
H (2.346, -1.686, 2.667)  -0.3533
H (9.143, -1.078, 4.185)  0.3400
H (-6.107, 0.307, 1.274)  0.2165
H (0.679, 2.297, 0.639)  0.2525
H (7.904, -5.481, -0.499)  0.3666
H (-3.943, 3.139, -0.736)  -0.0626
H (0.295, 4.601, -0.834)  0.1073
H (-2.564, 2.880, -2.205)  -0.4906
H (-2.087, -1.682, 1.933)  0.3554
H (-6.157, -2.333, -4.192)  0.3465
H (-1.499, 3.611, 0.917)  0.4249
H (-3.546, 1.248, -1.569)  -0.5692
H (-7.610, -7.068, 1.185)  0.3416